{
  "formula": "C5H7N",
  "method": "ωB97M-V with the def2-TZVPD basis set",
  "symbols": ["N", "C", "C", "C", "C", "C", "H", "H", "H", "H", "H", "H", "H"],
  "positions_angstrom": [[-0.68849, -0.34794, 0.39761], [0.62263, -0.10621, 0.32337], [-0.15742, 0.66657, 1.31415], [1.71311, -0.26248, -0.50790], [2.56002, -1.02152, -1.15529], [-1.71610, -0.28768, -0.61701], [3.02512, -0.63184, -2.06556], [-0.13908, 0.38202, 2.36384], [-1.91295, 0.74547, -0.94100], [-1.37840, -0.87276, -1.47600], [-0.37717, 1.71821, 1.11372], [-2.63757, -0.72367, -0.22609], [1.30604, 0.90189, -0.65118]],
  "homo_ev": -7.31,
  "spin_multiplicity": 1,
  "relative_energy_kcal_mol": 158.32,
  "lumo_ev": 0.5,
  "energy_ev": -6781.647
}